1.
Density functional theory data (the ωB97M-V functional and the def2-TZVPD basis) for a structure of composition C42H43AlGeNO5Te.

Highest occupied orbital energy, Ha: -0.075
Relative energy (zero: lowest compared OMol25 entry of this formula, charge and spin), kJ/mol: 0.0
Total charge: -1

Last column: Löwdin charge in e.
Positions of all 94 atoms, in Å:
Al  -1.324  0.967  0.573  0.193
C  4.846  -2.065  -1.216  -0.057
C  3.655  -1.260  -0.763  -0.270
C  3.810  -0.010  -0.187  -0.027
C  2.688  0.695  0.259  -0.104
C  2.881  2.019  0.907  -0.294
O  2.405  2.318  1.984  0.096
C  3.732  3.032  0.179  -0.141
C  3.895  2.989  -1.202  -0.021
C  4.637  3.970  -1.847  -0.083
C  5.231  4.987  -1.115  -0.102
C  5.072  5.032  0.266  -0.091
C  4.318  4.064  0.906  -0.026
C  1.401  0.181  0.091  -0.206
O  0.376  0.986  0.397  0.003
C  1.203  -1.107  -0.476  -0.105
C  2.371  -1.782  -0.878  0.001
C  -0.104  -1.740  -0.594  -0.220
N  -1.025  -1.718  0.514  -0.203
C  -0.457  -1.780  1.840  -0.312
C  0.532  -2.921  2.040  -0.450
Te  -0.190  -4.865  1.475  1.259
C  1.304  -5.201  0.027  -0.563
C  0.966  -5.304  -1.318  -0.141
C  1.958  -5.509  -2.270  -0.086
C  3.288  -5.604  -1.888  -0.106
C  3.629  -5.500  -0.545  -0.120
C  2.641  -5.307  0.409  -0.158
C  -0.533  -2.453  -1.738  -0.195
C  -1.747  -3.206  -1.729  -0.089
C  -2.181  -3.920  -2.830  -0.140
C  -1.468  -3.930  -4.027  -0.159
C  -0.308  -3.152  -4.083  -0.145
C  0.141  -2.433  -2.997  -0.067
H  5.759  -1.467  -1.179  0.066
H  4.714  -2.427  -2.238  0.075
H  4.992  -2.944  -0.584  0.061
H  4.799  0.423  -0.068  0.114
H  3.433  2.189  -1.765  0.120
H  4.752  3.937  -2.923  0.098
H  5.816  5.747  -1.618  0.095
H  5.536  5.826  0.838  0.096
H  4.164  4.087  1.977  0.112
H  2.252  -2.781  -1.287  0.108
H  -1.277  -1.873  2.563  0.091
H  0.088  -0.857  2.129  0.117
H  0.845  -2.964  3.082  0.040
H  1.415  -2.781  1.420  0.038
H  -0.061  -5.181  -1.635  0.080
H  1.680  -5.561  -3.315  0.101
H  4.060  -5.747  -2.634  0.096
H  4.666  -5.570  -0.239  0.095
H  2.908  -5.237  1.457  0.090
H  -2.312  -3.253  -0.807  0.065
H  -3.099  -4.494  -2.747  0.090
H  -1.812  -4.492  -4.885  0.070
H  0.260  -3.102  -5.008  0.087
H  1.036  -1.834  -3.107  0.098
C  -3.345  6.742  -2.226  -0.076
O  -3.168  6.978  -0.839  -0.071
C  -2.804  5.929  -0.067  -0.273
C  -2.627  6.231  1.303  -0.010
C  -2.269  5.232  2.154  -0.021
C  -2.060  3.901  1.716  -0.079
C  -1.706  2.872  2.647  -0.283
C  -1.582  3.141  4.120  0.018
O  -1.468  1.692  2.300  0.084
C  -2.219  3.613  0.329  -0.253
O  -2.036  2.438  -0.186  0.044
C  -2.612  4.654  -0.541  0.069
H  -3.623  7.699  -2.659  0.090
H  -4.140  6.015  -2.403  0.097
H  -2.420  6.387  -2.685  0.098
H  -2.779  7.247  1.639  0.114
H  -2.129  5.470  3.199  0.108
H  -2.349  3.810  4.500  0.081
H  -0.602  3.587  4.308  0.108
H  -1.628  2.187  4.640  0.092
H  -2.729  4.391  -1.581  0.118
C  -3.972  -0.274  3.093  -0.224
Ge  -3.761  -1.277  1.406  0.805
C  -5.331  -0.832  0.310  -0.221
C  -3.812  -3.188  1.848  -0.218
C  -2.168  -0.765  0.387  -0.312
H  -4.843  -0.633  3.645  0.012
H  -4.112  0.792  2.894  0.008
H  -3.088  -0.390  3.724  0.011
H  -6.260  -1.016  0.852  0.010
H  -5.331  -1.432  -0.602  0.016
H  -5.303  0.221  0.021  0.013
H  -4.843  -3.520  1.980  0.013
H  -3.269  -3.385  2.774  0.011
H  -3.347  -3.773  1.054  -0.017
H  -2.519  -0.861  -0.649  0.064

***

2.
Density functional theory data (the ωB97M-V functional and the def2-TZVPD basis) for the molecule C5H2 at a distorted geometry.

Highest occupied orbital energy (alpha / beta), Ha: -0.334 / -0.334
Relative energy (zero: lowest compared OMol25 entry of this formula, charge and spin), kJ/mol: 381.7

Last column: Löwdin charge in e.
Positions of all 7 atoms, in Å:
C  -1.718  0.517  0.525  0.018
C  -1.468  -0.375  -0.675  0.040
C  -0.472  0.172  0.567  -0.326
C  0.020  0.216  -1.044  0.115
C  0.900  -0.122  0.183  -0.102
H  1.566  0.730  0.529  0.134
H  1.172  -1.137  -0.086  0.121

***

3.
Density functional theory data (the ωB97M-V functional and the def2-TZVPD basis) for a structure of composition C25H18Cl3FN2O6Ru at a distorted geometry.

Highest occupied orbital energy (alpha / beta), Ha: -0.183 / -0.182
Spin multiplicity: 2
Relative energy (zero: lowest compared OMol25 entry of this formula, charge and spin), kJ/mol: 147.2
⟨S²⟩: 0.755
Total charge: -1

Last column: Löwdin charge in e.
Positions of all 56 atoms, in Å:
Ru  -0.039  -0.136  -0.343  1.526
O  1.799  -0.228  1.380  -0.056
C  1.547  0.642  2.466  -0.332
C  0.113  1.223  2.335  -0.555
O  -0.323  1.932  3.225  0.073
O  -0.550  0.916  1.268  -0.146
C  1.654  -0.145  3.768  -0.126
C  0.568  -0.909  4.189  -0.008
C  0.662  -1.710  5.315  -0.077
C  1.847  -1.763  6.037  -0.105
C  2.940  -1.022  5.613  -0.088
C  2.844  -0.222  4.482  -0.023
C  2.504  1.818  2.344  -0.136
C  2.664  2.727  3.386  -0.037
C  3.502  3.821  3.238  -0.088
C  4.182  4.026  2.044  -0.109
C  4.008  3.133  0.997  -0.079
C  3.170  2.033  1.143  0.004
H  1.374  -1.090  1.544  0.079
H  -0.358  -0.878  3.626  0.128
H  -0.195  -2.291  5.633  0.100
H  1.919  -2.386  6.921  0.093
H  3.873  -1.068  6.162  0.096
H  3.704  0.343  4.147  0.117
H  2.111  2.583  4.305  0.121
H  3.621  4.520  4.057  0.095
H  4.835  4.883  1.928  0.091
H  4.523  3.290  0.057  0.098
H  3.027  1.338  0.327  0.100
O  1.680  0.182  -1.215  -0.222
C  1.911  0.687  -2.408  -0.330
C  3.134  0.356  -3.017  -0.008
C  3.503  0.902  -4.228  -0.099
C  2.672  1.805  -4.893  -0.117
C  1.456  2.121  -4.320  -0.052
C  1.058  1.564  -3.105  -0.100
C  -0.234  1.876  -2.521  -0.279
N  -0.538  1.703  -1.246  -0.006
C  -1.852  2.116  -1.089  -0.106
C  -2.322  2.570  -2.271  -0.074
N  -1.279  2.415  -3.173  0.124
H  3.771  -0.346  -2.495  0.116
H  4.455  0.625  -4.666  0.096
H  2.975  2.253  -5.830  0.088
H  0.806  2.836  -4.813  0.100
H  -2.323  2.065  -0.123  0.110
H  -3.279  2.963  -2.561  0.104
H  -1.318  2.562  -4.165  0.149
F  0.037  -1.867  0.547  -0.514
Cl  -3.184  -2.206  -4.037  0.559
C  -2.044  -2.791  -2.781  -1.499
Cl  -0.768  -3.732  -3.560  0.592
Cl  -2.914  -3.817  -1.641  0.602
C  -1.474  -1.515  -2.082  -0.851
O  -0.414  -1.024  -2.527  -0.065
O  -2.134  -1.065  -1.134  -0.074

***

4.
Density functional theory data (the ωB97M-V functional and the def2-TZVPD basis) for a cluster of 2 separate species, C4H13NOS in total at a distorted geometry.

Highest occupied orbital energy, Ha: -0.325
Relative energy (zero: lowest compared OMol25 entry of this formula, charge and spin), kJ/mol: 180.6
SMILES: CN[C@@H](C)CS.O

Last column: Löwdin charge in e.
Positions of all 20 atoms, in Å:
C  -0.570  0.713  1.455  -0.109
N  -1.260  0.321  0.186  -0.106
C  -0.565  0.789  -1.059  -0.425
C  -1.607  0.283  -2.088  -0.544
S  -1.381  0.896  -3.834  0.646
C  0.883  0.154  -1.159  -0.055
H  0.463  0.382  1.430  0.059
H  -1.180  0.319  2.278  0.080
H  -0.610  1.757  1.652  0.060
H  -1.213  -0.686  0.174  0.092
H  -0.498  1.861  -1.287  0.125
H  -2.698  0.411  -1.771  0.099
H  -1.533  -0.789  -2.151  0.046
H  -0.127  0.364  -4.058  -0.144
H  1.412  0.368  -2.101  0.065
H  0.807  -0.919  -1.401  0.087
H  1.472  0.471  -0.392  0.022
H  2.370  -2.582  5.188  -0.032
H  3.365  -1.860  4.588  0.077
O  2.471  -2.252  4.351  -0.045

***

5.
Density functional theory data (the ωB97M-V functional and the def2-TZVPD basis) for the molecule C4H6N2 at a distorted geometry.

Highest occupied orbital energy, Ha: -0.351
Relative energy (zero: lowest compared OMol25 entry of this formula, charge and spin), kJ/mol: 192.3
SMILES: [H]/N=C1\C=CCN1

Last column: Löwdin charge in e.
Positions of all 12 atoms, in Å:
N  1.935  -0.251  0.216  0.136
C  0.776  0.020  0.669  -0.471
C  -0.063  1.232  0.426  -0.027
C  -1.076  0.750  -0.297  -0.061
C  -0.842  -0.743  -0.443  -0.195
N  -0.148  -1.046  0.830  0.007
H  0.009  -0.816  -1.175  0.127
H  2.386  0.583  -0.149  0.049
H  0.214  2.259  0.640  0.104
H  -1.856  1.304  -0.806  0.103
H  -1.709  -1.376  -0.657  0.115
H  0.375  -1.916  0.747  0.113

***

6.
Density functional theory data (the ωB97M-V functional and the def2-TZVPD basis) for the molecule C17H28ClF3N2O5S at a distorted geometry.

Highest occupied orbital energy, Ha: -0.328
SMILES: CC(=O)NCCCC[C@@H]1C(=O)NC[C@]1(CCCCS(=O)(=O)Cl)C[C@H](O)C(F)(F)F

Last column: Löwdin charge in e.
Positions of all 57 atoms, in Å:
C  -1.687  -4.092  -4.595  -0.008
C  -0.649  -4.558  -3.607  -0.488
O  -0.309  -5.723  -3.586  0.080
N  -0.138  -3.568  -2.715  0.023
C  -0.115  -3.988  -1.306  -0.207
C  -1.181  -3.243  -0.493  -0.166
C  -0.787  -2.986  0.978  -0.182
C  -1.022  -1.546  1.413  -0.147
C  -0.197  -0.480  0.664  -0.161
C  1.176  -1.093  0.279  -0.449
O  1.546  -1.467  -0.816  0.092
N  1.947  -1.093  1.444  0.096
C  1.369  -0.091  2.367  -0.103
C  0.329  0.702  1.465  -0.339
C  1.240  1.660  0.681  -0.128
C  0.644  2.265  -0.613  -0.151
C  0.744  3.790  -0.655  -0.225
C  2.090  4.328  -1.136  -0.281
S  3.354  4.273  0.116  0.335
O  2.820  4.733  1.358  -0.334
O  4.072  3.042  0.068  -0.330
Cl  4.635  5.735  -0.546  0.380
C  -0.574  1.460  2.484  -0.032
C  -2.075  1.642  2.258  -0.257
O  -2.829  0.475  2.528  0.014
C  -2.505  2.197  0.913  -0.510
F  -2.405  1.320  -0.108  0.148
F  -1.781  3.316  0.608  0.129
F  -3.820  2.579  0.986  0.124
H  -2.506  -4.799  -4.630  0.080
H  -1.222  -4.095  -5.579  0.083
H  -2.044  -3.093  -4.387  0.070
H  0.771  -3.240  -3.007  0.124
H  0.866  -3.828  -0.878  0.100
H  -0.318  -5.053  -1.234  0.111
H  -1.453  -2.312  -0.977  0.102
H  -2.079  -3.857  -0.497  0.106
H  -1.451  -3.592  1.591  0.108
H  0.216  -3.345  1.196  0.107
H  -0.926  -1.450  2.489  0.110
H  -2.069  -1.332  1.216  0.108
H  -0.652  -0.269  -0.297  0.134
H  2.919  -0.924  1.226  0.137
H  0.913  -0.640  3.179  0.110
H  2.136  0.606  2.681  0.130
H  2.186  1.198  0.428  0.109
H  1.478  2.466  1.368  0.099
H  1.237  1.902  -1.450  0.120
H  -0.374  1.948  -0.790  0.088
H  0.544  4.227  0.320  0.102
H  -0.003  4.219  -1.317  0.119
H  1.982  5.381  -1.377  0.090
H  2.461  3.826  -2.023  0.111
H  -0.508  0.936  3.433  0.123
H  -0.174  2.451  2.677  0.129
H  -2.396  2.412  2.958  0.160
H  -3.424  0.667  3.247  0.105

***

7.
Density functional theory data (the ωB97M-V functional and the def2-TZVPD basis) for the molecule C18H20N2O3S.

Highest occupied orbital energy, Ha: -0.306
Relative energy (zero: lowest compared OMol25 entry of this formula, charge and spin), kJ/mol: 44.1
SMILES: Cc1ccc2c(c1)N(CCC(=O)NCc1cccs1)C(=O)[C@@H](C)O2

Last column: Löwdin charge in e.
Positions of all 44 atoms, in Å:
C  0.897  3.722  -1.196  -0.041
C  1.068  2.519  -0.320  -0.274
C  0.857  2.579  1.049  -0.052
C  1.025  1.451  1.834  0.001
C  1.381  0.245  1.255  -0.222
C  1.558  0.155  -0.133  -0.139
C  1.426  1.306  -0.896  0.021
H  1.566  1.279  -1.963  0.118
N  1.808  -1.113  -0.691  0.039
C  2.137  -2.170  0.098  -0.398
O  2.240  -3.304  -0.326  0.088
C  2.419  -1.822  1.555  -0.260
C  3.876  -1.365  1.687  0.000
H  4.096  -1.140  2.728  0.088
H  4.046  -0.469  1.092  0.088
H  4.538  -2.154  1.342  0.092
O  1.515  -0.856  2.056  0.013
H  2.255  -2.719  2.160  0.161
C  1.562  -1.386  -2.096  -0.109
H  2.148  -2.274  -2.346  0.128
H  1.906  -0.549  -2.702  0.123
C  0.080  -1.675  -2.375  -0.054
C  -0.783  -0.481  -2.000  -0.515
O  -0.970  0.459  -2.743  0.059
N  -1.301  -0.545  -0.754  0.063
H  -1.107  -1.337  -0.162  0.148
C  -2.116  0.512  -0.198  -0.177
C  -3.383  -0.020  0.380  -0.514
C  -3.976  0.303  1.560  -0.137
C  -5.181  -0.401  1.785  -0.194
C  -5.480  -1.256  0.776  -0.421
S  -4.304  -1.214  -0.479  1.035
H  -6.319  -1.915  0.684  0.058
H  -5.790  -0.277  2.663  0.099
H  -3.568  1.022  2.247  0.109
H  -1.562  1.055  0.578  0.119
H  -2.316  1.200  -1.028  0.132
H  -0.224  -2.564  -1.822  0.121
H  -0.037  -1.860  -3.443  0.128
H  0.875  1.482  2.902  0.121
H  0.566  3.510  1.511  0.111
H  0.484  4.556  -0.636  0.075
H  1.856  4.027  -1.614  0.084
H  0.231  3.485  -2.023  0.083

***

8.
Density functional theory data (the ωB97M-V functional and the def2-TZVPD basis) for the molecule C4H9NO.

Highest occupied orbital energy, Ha: -0.354
Relative energy (zero: lowest compared OMol25 entry of this formula, charge and spin), kJ/mol: 85.8
SMILES: CCNC(C)=O

Last column: Löwdin charge in e.
Positions of all 15 atoms, in Å:
C  -2.185  0.637  -0.237  -0.090
C  -1.032  -0.338  -0.107  -0.277
N  0.045  0.084  0.803  0.022
C  1.131  -0.723  0.412  -0.554
O  1.067  -1.930  0.484  0.077
C  2.306  -0.002  -0.199  -0.004
H  -2.898  0.230  -0.961  0.075
H  -1.867  1.622  -0.599  0.071
H  -2.710  0.774  0.714  0.076
H  -1.372  -1.313  0.239  0.115
H  -0.529  -0.533  -1.080  0.122
H  0.244  1.077  0.699  0.113
H  1.987  0.820  -0.853  0.082
H  2.909  -0.708  -0.770  0.085
H  2.899  0.414  0.618  0.087